No. 1
Here is a single C7H8 molecule at a distorted geometry from the Open Molecules 2025 dataset. Energies are from ωB97M-V/def2-TZVPD.

Each line ends with the natural charge from an NBO analysis.
Atoms and positions in Å:
C: 2.93 0.68 -0.12  -0.2479
C: 1.77 0.87 -0.38  0.0045
C: 0.34 1.07 -0.67  -0.4733
C: -0.47 0.03 0.09  -0.2621
C: -0.20 -1.43 -0.37  -0.6115
C: -1.71 0.24 0.73  -0.0475
C: -2.57 0.01 1.60  -0.3147
H: 3.96 0.52 0.12  0.2417
H: 0.19 1.02 -1.75  0.2349
H: 0.03 2.06 -0.33  0.2450
H: -0.33 0.48 1.21  0.3265
H: 0.11 -1.48 -1.44  0.2198
H: 0.63 -1.86 0.20  0.2318
H: -1.08 -2.07 -0.26  0.2286
H: -3.60 -0.15 1.39  0.2241

Summary:
Multiplicity = 1
Orbital gap = 0.35739 hartree
Relative energy (zero: lowest compared OMol25 entry of this formula, charge and spin) = 142.11 kcal per mole
Maximum force = 2.77 eV/Å
SMILES = C#CC[C@H](C)C#C
LUMO energy = 0.0268 hartree

=====

No. 2
Here is 2 unconnected molecules or ions with the total composition CH7N2O at a distorted geometry from the Open Molecules 2025 dataset. Energies are from ωB97M-V/def2-TZVPD.

Each line ends with the natural charge from an NBO analysis.
Atoms and positions in Å:
N: -0.64 0.83 0.74  -0.6523
C: 0.12 1.15 -0.19  0.4178
N: -0.15 0.70 -1.49  -0.7616
H: -1.38 0.16 0.76  0.4432
H: -0.52 1.10 1.71  0.4419
H: 1.12 1.33 -0.07  0.2260
H: 0.70 0.70 -2.13  0.4434
H: -1.12 0.55 -1.84  0.4400
H: 0.14 -2.32 0.28  0.4688
H: 1.30 -2.34 1.09  0.4861
O: 0.43 -1.86 1.14  -0.9532

Summary:
Multiplicity = 1
Orbital gap = 0.41234 hartree
Relative energy (zero: lowest compared OMol25 entry of this formula, charge and spin) = 36.31 kcal per mole
Maximum force = 7.41 eV/Å
Net charge = +1
LUMO energy = -0.1594 hartree

=====

No. 3
Here is a molecular structure, C21H36BaP2 at a distorted geometry from the Open Molecules 2025 dataset. Energies are from ωB97M-V/def2-TZVPD.

Each line ends with the Löwdin charge.
Atoms and positions in Å:
P: 1.06 -2.36 1.63  0.8771
P: 0.92 2.14 1.39  0.7955
C: 0.74 -0.74 0.88  -0.3521
C: 1.70 0.43 1.20  -0.3621
H: -0.29 -0.47 1.17  0.0625
H: 0.76 -0.97 -0.20  0.0688
H: 2.24 0.32 2.15  0.0625
H: 2.49 0.49 0.44  0.0628
C: -0.79 2.01 0.72  -0.2969
H: -1.39 1.30 1.31  0.0049
H: -0.81 1.80 -0.37  -0.0199
H: -1.26 2.99 0.84  0.0550
C: 1.57 2.88 -0.22  -0.3327
H: 0.86 2.74 -1.05  -0.0143
H: 2.53 2.43 -0.50  0.0088
H: 1.70 3.96 -0.09  0.0181
C: -0.02 -3.61 0.98  -0.1787
H: 0.31 -4.62 1.27  0.0708
H: -0.06 -3.59 -0.11  0.0589
H: -1.03 -3.51 1.36  0.0647
C: 2.76 -2.90 1.54  -0.1652
H: 3.38 -2.09 1.12  0.0673
H: 2.86 -3.78 0.90  0.0649
H: 3.15 -3.14 2.54  0.0628
Ba: -1.92 -0.51 -1.94  1.5864
C: -0.78 1.27 -3.51  -0.4032
C: -2.11 1.32 -3.83  -0.4189
C: -2.84 0.51 -4.86  -0.2572
C: -2.11 -0.77 -5.37  -0.2302
C: -1.79 -1.70 -4.23  -0.4221
C: -0.59 -1.81 -3.58  -0.5134
C: 0.61 -0.92 -3.88  -0.2469
C: 0.33 0.56 -4.26  -0.2373
C: 0.75 -2.02 3.40  -0.1478
H: -0.43 2.07 -2.83  0.0653
H: -2.65 2.27 -3.56  0.0952
H: -3.08 1.14 -5.74  0.1054
H: -3.83 0.24 -4.43  0.0974
H: -2.82 -1.27 -6.03  0.0974
H: -1.29 -0.54 -6.07  0.1087
H: -2.65 -2.37 -3.99  0.0814
H: -0.38 -2.72 -2.96  0.0645
H: 1.21 -1.37 -4.69  0.1029
H: 1.28 -0.92 -3.00  0.0873
H: 1.25 1.14 -4.04  0.1061
H: 0.25 0.68 -5.36  0.1037
H: 0.51 -0.96 3.55  0.0329
H: 1.66 -2.27 3.97  0.0608
H: -0.11 -2.61 3.76  0.0663
C: -0.43 1.94 6.10  -0.1312
C: -1.24 1.14 5.30  -0.1224
C: -0.93 0.99 3.91  -0.1775
C: 0.17 1.66 3.36  -0.3349
C: 1.01 2.42 4.19  -0.1860
C: 0.71 2.57 5.55  -0.1093
H: -0.68 2.08 7.16  0.0887
H: -2.11 0.61 5.73  0.0871
H: -1.60 0.34 3.31  0.0702
H: 1.89 2.92 3.77  0.0574
H: 1.37 3.18 6.18  0.0894

Summary:
Multiplicity = 1
Orbital gap (spin up / spin down) = 0.13093 / 0.13726 hartree
Relative energy (zero: lowest compared OMol25 entry of this formula, charge and spin) = 9.34 kcal per mole
Maximum force = 3.17 eV/Å
LUMO energy (spin up / spin down) = -0.0268 / -0.0288 hartree

=====

No. 4
Here is a single C21H39N7O12 molecule from the Open Molecules 2025 dataset. Energies are from ωB97M-V/def2-TZVPD.

Each line ends with the natural charge from an NBO analysis.
Atoms and positions in Å:
H: 6.99 0.07 -0.72  0.3565
N: 6.07 0.15 -0.30  -0.8548
C: 6.04 -0.23 0.92  0.6210
N: 7.11 -0.76 1.60  -0.8262
N: 4.90 -0.12 1.67  -0.6054
C: 3.61 0.16 1.07  -0.0909
C: 3.62 1.58 0.45  0.0595
O: 2.93 2.50 1.25  -0.7227
C: 3.09 1.55 -0.99  0.0703
O: 3.99 0.97 -1.89  -0.7818
C: 1.76 0.78 -1.05  0.0814
O: 0.80 1.36 -0.17  -0.5639
C: -0.48 1.45 -0.70  0.3499
O: -0.57 2.55 -1.58  -0.5314
C: -1.71 3.33 -1.31  0.0920
C: -2.90 2.90 -2.16  -0.6423
C: -2.00 3.11 0.21  0.0887
O: -3.34 3.30 0.56  -0.7030
C: -1.16 4.11 0.98  0.4498
O: -0.06 3.90 1.40  -0.5080
C: -1.50 1.67 0.43  0.0371
O: -2.57 0.75 0.29  -0.5725
C: -2.99 0.09 1.46  0.3963
O: -1.95 -0.55 2.12  -0.5481
C: -1.31 -1.56 1.35  0.0245
C: -0.25 -2.21 2.25  -0.0809
O: 0.83 -1.35 2.51  -0.7441
C: -2.29 -2.60 0.81  0.0570
O: -1.64 -3.49 -0.06  -0.7584
C: -3.46 -1.91 0.09  0.0694
O: -4.40 -2.88 -0.31  -0.7289
C: -4.11 -0.87 1.02  -0.0965
N: -5.17 -0.08 0.43  -0.6358
C: -6.47 -0.74 0.41  -0.4116
C: 1.95 -0.71 -0.70  -0.1100
N: 1.97 -1.53 -1.89  -0.5966
C: 0.82 -1.87 -2.54  0.6270
N: 1.00 -2.24 -3.85  -0.8241
N: -0.32 -1.83 -1.95  -0.8908
H: -1.07 -2.11 -2.59  0.3506
C: 3.22 -1.00 0.12  0.0812
O: 3.09 -2.18 0.87  -0.7333
H: 7.08 -0.77 2.61  0.3876
H: 8.03 -0.60 1.21  0.3905
H: 4.86 -0.76 2.46  0.3948
H: 2.88 0.17 1.89  0.2297
H: 4.65 1.93 0.43  0.2067
H: 1.98 2.44 1.07  0.4966
H: 2.89 2.59 -1.30  0.1851
H: 4.81 0.71 -1.40  0.5137
H: 1.39 0.85 -2.08  0.2000
H: -0.73 0.52 -1.25  0.1955
H: -1.45 4.37 -1.52  0.1922
H: -3.76 3.53 -1.95  0.2248
H: -2.63 3.00 -3.21  0.2248
H: -3.15 1.86 -1.96  0.2082
H: -3.82 2.49 0.35  0.4975
H: -1.68 5.07 1.11  0.1221
H: -1.01 1.55 1.40  0.2281
H: -3.38 0.82 2.19  0.1804
H: -0.82 -1.09 0.48  0.2041
H: -0.74 -2.52 3.18  0.1746
H: 0.15 -3.09 1.74  0.2071
H: 0.47 -0.52 2.86  0.4879
H: -2.69 -3.21 1.63  0.1795
H: -1.10 -2.97 -0.69  0.5057
H: -3.07 -1.39 -0.80  0.1668
H: -3.89 -3.67 -0.57  0.4860
H: -4.51 -1.37 1.91  0.2084
H: -4.91 0.16 -0.52  0.3582
H: -6.47 -1.70 -0.12  0.1964
H: -6.78 -0.91 1.45  0.1884
H: -7.19 -0.07 -0.06  0.1972
H: 1.09 -1.03 -0.11  0.2416
H: 2.78 -1.36 -2.47  0.3970
H: 1.93 -2.45 -4.16  0.3889
H: 0.28 -2.79 -4.28  0.3920
H: 4.06 -1.18 -0.56  0.2057
H: 2.37 -2.06 1.50  0.4859

Summary:
Multiplicity = 1
Orbital gap = 0.34971 hartree
Maximum force = 0.87 eV/Å
SMILES = [H]/N=C(\N)N[C@H]1[C@H](O)[C@@H](O)[C@H](O[C@@H]2O[C@@H](C)[C@](O)(C=O)[C@H]2O[C@@H]2O[C@@H](CO)[C@H](O)[C@@H](O)[C@@H]2NC)[C@@H](N/C(N)=N/[H])[C@@H]1O
LUMO energy = 0.0212 hartree

=====

No. 5
Here is a single CH3FO2 molecule at a distorted geometry from the Open Molecules 2025 dataset. Energies are from ωB97M-V/def2-TZVPD.

Each line ends with the natural charge from an NBO analysis.
Atoms and positions in Å:
O: -0.53 0.08 -1.65  -0.4213
O: -0.05 -0.61 -0.48  -0.3095
C: 0.14 0.16 0.71  0.3229
F: 0.03 -0.72 1.75  -0.3484
H: -0.08 -0.48 -2.26  0.4687
H: 1.08 0.60 0.90  0.1383
H: -0.59 0.97 1.02  0.1493

Summary:
Multiplicity = 1
Orbital gap = 0.41311 hartree
Relative energy (zero: lowest compared OMol25 entry of this formula, charge and spin) = 90.69 kcal per mole
Maximum force = 2.61 eV/Å
SMILES = OOCF
LUMO energy = 0.0313 hartree

=====

No. 6
Here is a molecular structure, C41H60BaN4O7P2S from the Open Molecules 2025 dataset. Energies are from ωB97M-V/def2-TZVPD.

Each line ends with the Löwdin charge.
Atoms and positions in Å:
Ba: -0.31 -0.61 -0.60  1.6154
C: 4.44 0.52 -1.79  -0.1151
C: 4.13 -0.96 -1.64  -0.5665
C: 3.58 -1.56 -2.93  -0.1117
P: 2.89 -1.24 -0.29  0.9873
C: 3.68 -0.59 1.26  -0.5506
C: 2.76 -0.95 2.42  -0.1250
C: 5.12 -1.01 1.55  -0.1060
C: 2.90 -3.05 -0.13  -0.3198
C: 4.09 -3.77 -0.07  -0.0719
C: 4.13 -5.16 -0.02  -0.2904
C: 5.43 -5.91 0.06  -0.0606
C: 2.91 -5.82 -0.08  -0.0418
C: 1.71 -5.14 -0.16  -0.0171
C: 1.66 -3.73 -0.19  -0.3439
N: 0.49 -3.03 -0.31  -0.2319
C: -0.72 -3.76 -0.39  -0.3315
C: -1.38 -3.86 -1.62  -0.2257
C: -0.69 -3.36 -2.87  -0.0462
C: -2.63 -4.45 -1.70  -0.0150
C: -3.25 -5.00 -0.58  -0.2692
C: -4.63 -5.59 -0.67  -0.0390
C: -2.55 -4.96 0.63  -0.0211
C: -1.31 -4.35 0.75  -0.2471
C: -0.63 -4.28 2.09  -0.0361
H: 5.10 0.69 -2.65  0.0824
H: 4.94 0.93 -0.91  0.0692
H: 3.53 1.10 -1.96  0.0453
H: 5.05 -1.49 -1.38  0.0950
H: 2.63 -1.09 -3.21  0.0531
H: 3.39 -2.63 -2.82  0.0745
H: 4.28 -1.42 -3.75  0.0825
H: 3.65 0.50 1.13  0.0806
H: 2.70 -2.04 2.54  0.0811
H: 1.75 -0.57 2.26  0.0354
H: 3.13 -0.53 3.35  0.0832
H: 5.17 -2.06 1.83  0.0727
H: 5.51 -0.42 2.38  0.0812
H: 5.78 -0.85 0.70  0.0662
H: 5.03 -3.24 -0.06  0.0924
H: 6.28 -5.23 0.06  0.0703
H: 5.55 -6.60 -0.78  0.0764
H: 5.49 -6.51 0.97  0.0767
H: 2.89 -6.91 -0.06  0.1149
H: 0.79 -5.71 -0.22  0.1120
H: -0.75 -2.27 -2.98  0.0235
H: -1.15 -3.77 -3.77  0.0857
H: 0.37 -3.63 -2.86  0.0801
H: -3.13 -4.51 -2.66  0.1203
H: -4.78 -6.09 -1.62  0.0793
H: -5.39 -4.81 -0.58  0.0777
H: -4.80 -6.31 0.13  0.0787
H: -3.02 -5.39 1.51  0.1261
H: -1.36 -4.19 2.89  0.0834
H: 0.07 -3.45 2.12  0.0601
H: -0.05 -5.19 2.27  0.0870
N: 0.31 6.19 -5.22  0.1847
C: 0.32 5.23 -4.59  -0.1588
C: 0.34 4.02 -3.80  -0.2055
C: 1.10 2.93 -4.20  0.0146
C: 1.09 1.80 -3.40  -0.1239
N: 0.39 1.71 -2.27  -0.0319
C: -0.35 2.76 -1.91  -0.1672
C: -0.41 3.94 -2.63  0.0135
H: 1.68 2.96 -5.11  0.1285
H: 1.68 0.94 -3.68  0.1040
H: -0.94 2.65 -1.01  0.1053
H: -1.02 4.76 -2.30  0.1326
C: 2.34 3.10 0.16  -0.0696
C: 1.27 3.40 1.19  -0.2763
O: 1.04 2.23 1.96  -0.1756
C: 0.24 2.47 3.11  -0.2742
C: 0.66 1.53 4.22  -0.0660
H: 2.45 3.94 -0.53  0.0876
H: 2.08 2.22 -0.41  0.0356
H: 3.30 2.92 0.65  0.0809
H: 0.34 3.72 0.71  0.1088
H: 1.59 4.22 1.84  0.1234
H: -0.82 2.35 2.85  0.1069
H: 0.37 3.51 3.44  0.1191
H: 0.63 0.49 3.89  0.0486
H: -0.01 1.64 5.08  0.0863
H: 1.68 1.75 4.53  0.0849
N: -1.50 -0.55 2.15  0.0099
C: -2.92 -0.60 1.95  -0.3378
C: -3.47 -1.67 1.26  -0.0597
C: -4.82 -1.67 0.96  -0.0547
C: -5.62 -0.60 1.32  -0.2521
C: -5.08 0.44 2.06  -0.0598
C: -3.73 0.44 2.38  -0.0397
S: -7.30 -0.48 0.68  0.4153
O: -7.11 0.41 -0.47  -0.3693
O: -7.62 -1.85 0.30  -0.3540
O: -8.07 0.09 1.76  -0.3369
H: -1.26 0.16 2.83  0.0470
H: -1.15 -1.44 2.49  0.0751
H: -2.84 -2.49 0.94  0.0823
H: -5.27 -2.49 0.42  0.0985
H: -5.73 1.25 2.38  0.1232
H: -3.31 1.26 2.96  0.1065
C: -5.39 -1.55 -2.59  -0.0670
O: -4.51 -0.41 -2.74  -0.3091
P: -3.17 -0.28 -1.90  0.7255
O: -2.01 -0.09 -3.06  -0.4695
C: -2.23 0.79 -4.17  -0.0986
O: -3.21 1.28 -1.46  -0.3785
C: -4.39 1.95 -0.96  -0.0677
H: -6.29 -1.23 -2.08  0.0691
H: -4.89 -2.34 -2.03  0.0613
H: -5.61 -1.91 -3.59  0.0897
H: -1.54 0.48 -4.96  0.0912
H: -2.03 1.82 -3.88  0.0709
H: -3.25 0.71 -4.53  0.0889
H: -4.24 2.20 0.08  0.0750
H: -5.28 1.33 -1.06  0.0520
H: -4.52 2.86 -1.55  0.0905

Summary:
Multiplicity = 1
Orbital gap = 0.21096 hartree
Relative energy (zero: lowest compared OMol25 entry of this formula, charge and spin) = 13.46 kcal per mole
Maximum force = 0.42 eV/Å
LUMO energy = -0.0512 hartree

=====

No. 7
Here is 2 unconnected molecules or ions with the total composition C5H5F4O3S at a distorted geometry from the Open Molecules 2025 dataset. Energies are from ωB97M-V/def2-TZVPD.

Each line ends with the natural charge from an NBO analysis.
Atoms and positions in Å:
C: 1.39 -0.28 0.55  -0.3992
C: 0.13 0.11 0.55  -0.1728
C: -0.73 0.14 -0.67  -0.1402
C: -2.70 -0.69 0.31  0.3584
C: -3.74 -1.77 0.25  0.8837
O: -4.82 0.85 0.92  -0.9919
O: -2.94 1.89 -0.27  -1.0341
O: -1.79 -0.84 -0.60  -0.4549
F: -1.76 -1.45 2.05  -0.7019
F: -3.22 -3.00 0.02  -0.3307
F: -4.61 -1.57 -0.77  -0.3248
F: -4.47 -1.89 1.35  -0.2933
S: -3.38 1.13 0.93  1.5567
H: 1.98 -0.30 1.45  0.1927
H: 1.89 -0.58 -0.35  0.1746
H: -0.38 0.38 1.47  0.2366
H: -0.17 -0.13 -1.57  0.1798
H: -1.21 1.13 -0.77  0.2613

Summary:
Multiplicity = 1
Orbital gap = 0.30931 hartree
Relative energy (zero: lowest compared OMol25 entry of this formula, charge and spin) = 6.25 kcal per mole
Maximum force = 2.39 eV/Å
Net charge = -1
LUMO energy = 0.1290 hartree

=====

No. 8
Here is a molecular structure, C27H36AsCoN2O8P2S at a distorted geometry from the Open Molecules 2025 dataset. Energies are from ωB97M-V/def2-TZVPD.

Each line ends with the natural charge from an NBO analysis.
Atoms and positions in Å:
Co: 0.27 0.56 -1.45  1.5464
C: 1.15 4.19 0.86  -0.2589
C: 1.22 2.86 0.44  0.0685
N: 0.22 2.25 -0.17  -0.5432
C: -0.92 2.93 -0.40  0.2277
C: -1.06 4.30 -0.07  -0.0964
C: 0.02 4.92 0.59  -0.0979
C: -2.26 4.98 -0.44  -0.1779
C: -3.24 4.35 -1.13  -0.1581
C: -3.12 2.97 -1.50  -0.0993
C: -4.04 2.30 -2.31  -0.0936
C: -3.82 0.98 -2.63  -0.2463
C: -2.68 0.33 -2.13  0.0932
N: -1.79 0.95 -1.39  -0.5494
C: -1.98 2.25 -1.08  0.2409
H: 1.98 4.63 1.38  0.2423
H: 2.11 2.27 0.61  0.2086
H: -0.05 5.97 0.86  0.2388
H: -2.35 6.02 -0.18  0.2354
H: -4.13 4.88 -1.43  0.2371
H: -4.90 2.83 -2.70  0.2379
H: -4.49 0.44 -3.28  0.2437
H: -2.48 -0.70 -2.35  0.2211
C: -0.59 0.11 -5.71  -0.6414
C: 0.75 0.01 -5.01  -0.4705
O: 1.84 -0.19 -5.86  -0.7246
P: 0.85 -1.42 -3.87  2.4105
O: 2.38 -1.76 -3.69  -0.9934
O: 0.25 -2.71 -4.55  -0.9714
O: 0.12 -1.24 -2.58  -1.1840
P: 1.08 1.40 -3.84  2.3421
O: 1.83 2.43 -4.78  -0.9921
O: -0.17 1.96 -3.22  -1.1709
O: 1.97 0.84 -2.73  -1.2070
H: -0.83 -0.83 -6.22  0.2347
H: -0.57 0.91 -6.45  0.2400
H: -1.36 0.33 -4.98  0.2389
H: 1.97 0.59 -6.43  0.5029
H: 2.98 -1.02 -3.81  0.5467
H: 0.74 -3.05 -5.30  0.5314
H: 1.68 3.35 -4.56  0.5291
C: -0.34 1.62 4.62  -0.9669
As: 0.32 0.45 3.17  1.2765
C: 1.83 -0.39 4.15  -0.9540
C: -1.18 -0.94 3.13  -0.6330
C: -1.08 -1.81 4.31  -0.0929
C: -0.26 -2.95 4.27  -0.1922
C: -0.15 -3.77 5.37  -0.1992
C: -0.84 -3.47 6.54  -0.1335
C: -1.66 -2.35 6.59  -0.2160
C: -1.77 -1.52 5.49  -0.1192
H: -0.27 1.11 5.58  0.2609
H: -1.37 1.91 4.43  0.2482
H: 0.27 2.52 4.66  0.2594
H: 1.55 -1.36 4.56  0.2667
H: 2.11 0.27 4.97  0.2549
H: 2.68 -0.51 3.49  0.2485
H: -1.09 -1.47 2.19  0.2492
H: -2.09 -0.34 3.13  0.2566
H: 0.26 -3.18 3.35  0.2087
H: 0.48 -4.65 5.32  0.2381
H: -0.73 -4.11 7.40  0.2409
H: -2.20 -2.13 7.49  0.2411
H: -2.41 -0.65 5.54  0.2123
O: 0.76 -0.51 0.22  -1.0535
S: 1.56 -1.71 0.70  1.1926
C: 3.05 -1.82 -0.36  -0.5764
C: 3.22 -3.30 -0.61  -0.4166
C: 1.84 -3.82 -1.03  -0.4126
C: 0.82 -3.21 -0.07  -0.5842
H: 3.89 -1.36 0.14  0.2490
H: 2.81 -1.27 -1.28  0.2602
H: 3.55 -3.79 0.31  0.2151
H: 3.96 -3.50 -1.39  0.2536
H: 1.80 -4.91 -1.00  0.2426
H: 1.63 -3.49 -2.05  0.2261
H: 0.56 -3.89 0.74  0.2353
H: -0.09 -2.90 -0.59  0.2721

Summary:
Multiplicity = 5
Orbital gap (spin up / spin down) = 0.31609 / 0.18017 hartree
<S²> = 6.019
Maximum force = 2.01 eV/Å
Net charge = +2
LUMO energy (spin up / spin down) = -0.1852 / -0.3200 hartree